{
  "formula": "C4H7NO",
  "method": "ωB97M-V with the def2-TZVPD basis set",
  "gap_ev": [8.2, 8.2],
  "e_above_lowest_kcal_mol": 141.5,
  "elements": ["C", "N", "C", "C", "C", "O", "H", "H", "H", "H", "H", "H", "H"],
  "positions_angstrom": [[-1.81529, 1.22418, 1.06738], [-0.97103, 1.42480, -0.07477], [-0.09627, 0.93805, -0.70404], [1.06241, -0.64989, -1.29543], [1.52074, -1.26616, -0.05356], [0.27878, -0.92482, 0.45755], [-1.49833, 0.30287, 1.56268], [-2.85294, 1.14399, 0.73518], [-1.72867, 2.07749, 1.74350], [1.64814, 0.04867, -1.88303], [0.33250, -1.22022, -1.85932], [1.73909, -2.34701, -0.10335], [2.38087, -0.75194, 0.40720]]
}

{
  "formula": "C20H30HfN4S2",
  "method": "ωB97M-V with the def2-TZVPD basis set",
  "gap_ev": 7.6,
  "charge": 2,
  "elements": ["Hf", "C", "N", "C", "C", "N", "C", "C", "C", "C", "C", "C", "C", "S", "C", "C", "C", "C", "C", "C", "S", "H", "H", "H", "H", "H", "H", "H", "H", "H", "H", "H", "H", "H", "H", "H", "H", "H", "H", "C", "C", "C", "C", "N", "N", "H", "H", "H", "H", "H", "H", "H", "H", "H", "H", "H", "H"],
  "positions_angstrom": [[-0.26457, 0.91352, 0.53890], [-3.27165, 0.08206, 0.21158], [-1.94913, -0.59789, 0.41975], [-1.57685, -1.41761, -0.77392], [-1.37741, -0.55594, -2.01724], [-0.44658, 0.59651, -1.77851], [0.94805, 0.22985, -2.16356], [-0.85605, 1.81188, -2.49655], [-0.94706, 1.78415, -3.88197], [-1.31738, 2.92855, -4.56932], [-1.58661, 4.09475, -3.86766], [-1.49779, 4.12176, -2.48620], [-1.13581, 2.97460, -1.78390], [-1.12096, 3.08568, 0.00603], [-2.01233, -1.38000, 1.66755], [-2.68801, -2.59100, 1.68340], [-2.81647, -3.28080, 2.87923], [-2.28956, -2.74554, 4.04599], [-1.64591, -1.51860, 4.03229], [-1.50894, -0.81479, 2.83977], [-0.79015, 0.83981, 2.91499], [-4.02942, -0.68636, 0.05013], [-3.22479, 0.75854, -0.63963], [-3.50603, 0.65515, 1.10619], [-2.36256, -2.14286, -0.99633], [-0.67860, -1.98927, -0.51440], [-2.32279, -0.13855, -2.35563], [-0.99047, -1.18976, -2.81813], [0.99275, -0.02462, -3.22305], [1.27486, -0.63430, -1.58460], [1.60743, 1.08139, -1.99117], [-0.73704, 0.87270, -4.42790], [-1.39435, 2.91029, -5.64712], [-1.87376, 4.99187, -4.39839], [-1.71695, 5.03234, -1.94573], [-3.11496, -3.00726, 0.78154], [-3.33625, -4.22789, 2.90355], [-2.39727, -3.27716, 4.98125], [-1.26786, -1.09407, 4.95227], [4.40591, 0.27516, 1.63321], [3.30106, -0.63234, 1.10450], [3.12458, -1.84975, 2.00613], [3.57964, -1.06349, -0.32368], [1.96441, 0.08953, 1.19335], [1.94216, 1.50595, 0.87971], [5.33520, -0.29060, 1.68546], [4.18964, 0.63275, 2.64225], [4.60078, 1.13032, 0.98374], [4.01569, -2.47332, 1.96213], [2.27722, -2.45961, 1.68681], [2.97808, -1.55685, 3.04783], [4.51916, -1.61437, -0.34356], [3.69759, -0.21730, -1.00555], [2.80594, -1.73316, -0.69920], [1.68852, 0.02874, 2.17577], [2.53293, 1.68513, 0.07125], [2.27073, 2.09214, 1.64635]]
}

{
  "formula": "C13H25BN2O16PS2",
  "method": "ωB97M-V with the def2-TZVPD basis set",
  "gap_ev": 8.3,
  "charge": -1,
  "elements": ["N", "P", "O", "S", "O", "O", "N", "S", "O", "O", "C", "B", "O", "O", "H", "H", "H", "H", "H", "H", "H", "C", "C", "C", "O", "C", "O", "O", "H", "H", "H", "H", "H", "H", "C", "C", "C", "O", "C", "O", "O", "H", "H", "H", "H", "H", "H", "C", "C", "C", "O", "C", "O", "O", "H", "H", "H", "H", "H", "H"],
  "positions_angstrom": [[0.83769, -5.70229, -1.49707], [1.13078, -4.06607, -1.08910], [0.52606, -3.86350, 0.43037], [-0.43360, -3.25116, -2.37275], [-1.50245, -4.22506, -2.57855], [0.28669, -2.91798, -3.57921], [-0.87805, -1.89844, -1.65715], [-2.36380, -1.87956, -0.99881], [-3.36144, -1.76632, -2.03090], [-2.38845, -0.81101, -0.02286], [-2.61814, -3.38128, -0.06420], [-3.92383, -4.20093, -0.39803], [-5.04870, -3.65233, -0.97294], [-3.94913, -5.53197, 0.01292], [-0.16121, -5.89034, -1.59187], [1.22179, -6.28651, -0.76103], [0.05529, -4.64156, 0.75015], [-1.79249, -4.04668, -0.26269], [-2.56182, -3.14288, 0.99491], [-4.96025, -3.62475, -1.92960], [-3.96084, -6.09737, -0.76594], [1.17373, 0.27340, -3.28374], [1.08985, 1.40248, -2.30038], [0.40648, 2.65584, -2.79540], [1.03638, 3.68281, -2.00476], [2.26345, 3.23433, -1.66366], [3.10854, 3.91642, -1.16362], [2.40478, 1.93720, -1.97095], [1.79665, -0.52667, -2.88933], [0.18240, -0.13616, -3.46821], [1.61425, 0.60203, -4.22834], [0.63269, 1.05856, -1.36976], [-0.66715, 2.65915, -2.63271], [0.62284, 2.85524, -3.84759], [4.79040, 6.05405, -0.01286], [5.86266, 6.69873, 0.82390], [7.20191, 5.99538, 0.81994], [7.74503, 6.36739, 2.09645], [6.70278, 6.61936, 2.92744], [6.80328, 6.78558, 4.09983], [5.54459, 6.65458, 2.23351], [3.82930, 6.53386, 0.16343], [5.03000, 6.13944, -1.07194], [4.67522, 5.00206, 0.23091], [5.98423, 7.75273, 0.55467], [7.86602, 6.31862, 0.02292], [7.09317, 4.90935, 0.79060], [-4.10782, -0.35382, 3.73005], [-4.26783, -1.52636, 2.80082], [-5.61251, -2.22344, 2.84284], [-5.27298, -3.55796, 2.44839], [-3.97781, -3.77110, 2.78611], [-3.41283, -4.80919, 2.69013], [-3.39568, -2.61177, 3.17723], [-3.07204, -0.01843, 3.73852], [-4.73844, 0.47287, 3.40354], [-4.37913, -0.62725, 4.75157], [-4.01042, -1.24010, 1.77652], [-6.34431, -1.80672, 2.15629], [-6.02919, -2.25476, 3.85365]]
}

| no. | electronic energy (Eh) |
| --- | --- |
| 1 | -286.40622 |
| 2 | -1843.07722 |
| 3 | -2986.54963 |